This record from the Open Molecules 2025 dataset describes a cluster of 10 separate species, C46H89FO20S7 in total. The level of theory is ωB97M-V with the def2-TZVPD basis set.

Positions of all 163 atoms, in Å:
O 4.47 -2.77 -2.78
O 2.89 -2.34 -1.01
S -4.00 1.64 -2.46
H 1.06 -2.06 -7.34
H -3.74 -6.29 -0.95
H 0.47 5.10 -3.68
H -5.10 8.29 4.65
H -1.03 -3.46 2.13
H 8.22 -8.70 2.26
C 5.83 -0.24 -2.31
O -0.06 0.95 -2.92
H -4.03 1.37 4.92
H -0.25 7.34 0.39
H -4.21 -3.81 -0.16
H -2.65 5.23 6.03
C -2.44 2.81 4.25
H 1.34 -1.55 -3.11
C 2.11 -4.30 2.70
S 3.40 1.29 2.09
H 1.52 -7.46 2.22
O 3.93 1.10 3.42
H 2.88 4.60 -3.66
H -3.36 8.30 4.61
C 2.12 2.58 2.07
H 8.17 -7.07 1.63
C -3.28 -5.37 -1.36
H 0.09 -3.95 -5.95
C -2.56 -0.79 0.58
C 6.39 -0.83 -1.04
H 1.00 5.49 -2.10
H 0.80 -2.86 0.59
C -3.52 -3.02 -2.04
H -4.83 8.00 7.21
O -1.76 -3.46 -3.94
C 1.00 0.36 2.57
H 1.65 -3.67 3.48
H -1.52 4.48 1.83
H -3.13 7.95 6.95
H -1.01 3.27 -2.51
S 1.00 -1.03 -5.39
H -3.91 6.47 7.60
O -3.29 6.16 2.96
H 2.63 -3.53 2.04
O 4.40 1.48 1.07
C 0.80 1.84 2.12
C -4.33 2.32 -5.12
H -2.53 3.98 0.59
O -0.18 -0.58 -6.00
C -0.39 -1.23 -0.32
H -4.87 7.42 2.62
O -3.02 2.29 -1.65
H 2.65 -2.35 -6.52
C -4.44 6.75 3.41
H -2.23 2.25 -4.56
H -2.32 0.26 -3.12
H -3.99 -6.02 -3.24
H -2.17 -6.06 -3.25
H 0.46 1.98 1.10
H -1.16 7.01 1.91
C -4.59 2.91 -3.65
H -0.96 4.55 4.61
C 2.23 -0.03 1.78
H 5.84 -6.41 1.27
O 6.61 -8.33 1.09
H -0.24 3.73 -1.03
H 2.88 3.99 -2.12
H -4.11 -2.07 -2.26
H 0.53 -5.91 0.38
C -1.56 -0.51 -0.33
C 4.30 -0.34 -2.27
H 1.64 -4.57 -6.01
O 1.04 -5.06 2.13
H -5.16 1.66 -5.48
H 7.45 -1.12 -1.18
H -0.65 2.97 5.48
O -1.67 5.81 0.37
H 2.78 -0.95 1.98
H 0.47 -0.90 -0.85
C 0.84 4.62 -2.75
H -2.42 1.12 5.54
H -3.94 4.32 2.35
C -0.02 3.56 -2.12
H -5.23 6.00 3.70
C 5.65 -7.40 1.66
C 5.50 -2.03 -0.59
H 6.17 -0.69 -3.21
O -5.21 1.09 -1.85
H 2.33 3.14 1.10
C -3.03 1.52 -4.82
H 8.63 -8.29 0.59
O 1.58 1.45 -1.13
C -3.25 0.51 -3.59
O 3.42 -6.81 1.83
H 2.15 -7.77 0.49
H -4.23 5.64 1.16
O -4.17 -3.63 -4.56
H 0.16 5.90 1.40
H 5.77 -7.36 2.77
H 6.22 0.78 -2.35
H -1.97 2.29 3.43
C 1.28 -3.45 -4.17
H -2.37 -5.20 -0.76
H -4.18 3.11 -5.84
H 0.19 2.31 2.87
H 0.21 -0.21 2.19
H -3.24 3.46 3.89
C -2.29 4.83 1.15
C 1.60 -2.35 -6.38
H -4.18 3.94 -3.52
H -0.35 -2.04 -3.64
H 5.98 -3.00 -0.74
H 2.00 -0.06 0.71
C 2.05 2.62 -3.46
C 7.93 -8.08 1.40
H -5.15 -4.36 -1.53
H -2.62 1.02 -5.73
H 3.88 0.44 -1.53
S 4.10 -1.98 -1.65
H 0.83 -4.17 -3.50
H 3.95 -8.77 1.69
O -3.38 2.49 7.86
C -4.02 7.30 6.94
O -4.19 6.73 5.71
H 2.37 -3.33 -3.89
C -2.32 -1.82 1.46
H 3.90 -0.17 -3.23
H -3.97 -0.26 -3.91
C -2.21 4.27 6.24
H -2.52 -2.70 -1.67
C -0.69 6.55 1.05
C 4.29 -7.81 1.32
H 1.18 0.34 3.63
H 6.42 -0.04 -0.30
C -3.10 -5.53 -2.95
C -3.49 5.22 1.93
C 0.72 -2.04 -3.85
C -3.12 1.92 5.24
H -1.59 4.33 7.12
C -0.16 -2.28 0.52
H -3.46 -0.23 0.69
C -1.46 3.68 5.07
H -5.66 2.88 -3.47
H -1.64 0.36 -1.01
S -3.53 3.09 6.55
H 2.82 -4.96 3.13
S -3.12 -3.76 -3.59
H 3.03 2.11 -3.47
C -1.17 -2.61 1.40
H 2.35 3.25 2.89
C -4.16 -4.11 -1.19
C -4.26 7.60 4.62
H 4.22 -7.82 0.26
H 2.00 -5.13 0.32
C 2.26 4.01 -3.01
O -4.80 3.61 6.20
C 1.42 -5.75 0.98
O 2.03 -0.02 -5.18
C 2.09 -7.10 1.36
C 1.10 -3.65 -5.73
H 1.72 2.52 -4.48
S 0.89 1.91 -2.33
H 5.18 -1.86 0.47
F -3.35 -2.13 2.32

- HOMO energy: -9.35 eV
- Largest force on an atom: 3.6 eV Å⁻¹
- Total charge: 0
- Frontier orbital gap: 9.59 eV

Löwdin population analysis, charges in e, atoms 1 to 5: -0.31, -0.30, 0.64, 0.12, 0.11

---

This record from the Open Molecules 2025 dataset describes a cluster of 8 separate species, C51H112F9N6O3PS in total. The level of theory is ωB97M-V with the def2-TZVPD basis set.

Positions of all 183 atoms, in Å:
H 18.04 2.20 6.41
C 20.04 2.48 4.81
H 25.13 3.40 6.98
C 20.25 0.41 15.56
H 26.25 5.50 3.69
C 22.58 -3.64 15.22
H 23.36 -1.08 15.84
H 20.79 -2.58 15.87
C 18.10 5.97 10.92
H 26.21 8.48 5.01
C 25.35 -1.53 7.42
H 22.01 2.98 4.10
H 20.25 3.03 5.73
F 22.83 5.28 13.95
N 18.27 4.81 9.96
C 25.52 2.91 4.93
H 19.01 1.21 13.90
H 23.33 -2.96 11.68
H 21.26 -1.09 9.53
C 21.91 0.93 4.78
C 22.33 -2.88 11.26
H 27.16 2.31 9.25
C 20.71 0.26 5.45
H 17.07 3.67 8.63
H 22.95 1.69 13.70
C 25.52 5.46 4.50
F 24.05 3.18 9.40
P 22.74 2.15 9.43
H 24.90 3.57 13.38
H 28.06 5.28 11.96
H 19.39 1.64 7.33
C 20.94 2.34 14.00
H 22.85 -5.66 11.03
H 26.65 2.45 6.78
H 28.12 6.92 6.43
H 19.09 4.30 8.12
C 26.95 4.49 6.42
H 27.77 4.15 5.79
H 15.58 3.26 11.20
S 22.18 7.72 12.96
H 20.39 -3.74 11.66
H 20.48 0.37 13.34
H 27.88 4.38 9.55
H 21.47 -4.45 12.67
H 28.42 9.73 3.96
H 24.20 3.94 3.56
O 23.51 7.71 12.33
H 29.30 3.61 10.18
C 23.96 -2.01 7.85
C 21.64 -2.42 15.22
C 27.18 8.06 4.76
H 28.37 9.62 5.75
O 21.19 8.28 12.03
H 23.90 -1.16 9.83
H 28.16 6.11 4.86
H 23.36 -3.57 14.46
H 16.31 2.05 10.30
H 16.42 -0.62 8.46
H 20.17 6.95 7.03
H 23.15 -1.42 7.41
C 22.49 1.55 15.89
H 26.09 -2.11 7.97
H 22.62 1.28 5.52
H 26.05 5.90 11.45
H 26.52 1.75 12.11
C 22.44 -1.02 15.26
O 22.21 8.36 14.29
H 18.37 5.94 8.14
H 21.18 -2.45 14.24
H 28.39 3.63 12.56
H 21.52 -4.47 8.57
H 22.19 -4.65 15.06
H 21.63 7.14 7.70
C 25.57 4.96 11.16
H 27.44 5.30 14.17
F 22.00 3.17 8.34
N 22.45 -2.89 9.74
C 22.38 2.19 14.48
F 21.48 1.11 9.35
C 21.43 -4.06 11.65
H 20.90 -1.00 17.56
N 26.41 3.90 11.97
C 16.91 4.13 9.60
H 25.32 2.20 11.06
C 25.47 6.34 6.86
H 19.25 2.95 4.23
H 24.51 4.85 11.35
H 22.07 -1.88 11.62
C 28.39 9.06 4.82
H 23.00 3.08 14.59
H 18.45 -0.52 4.37
C 18.65 1.32 6.60
H 24.91 6.34 4.25
C 24.69 4.16 4.51
H 29.40 8.64 4.81
H 23.85 4.25 5.20
C 23.81 -2.15 9.36
C 26.36 5.18 14.23
H 20.43 3.01 14.69
H 21.04 5.19 9.39
C 25.94 3.89 13.45
C 18.98 3.73 10.77
H 20.31 6.81 9.57
H 16.98 0.00 6.14
H 27.32 4.81 7.39
C 28.23 3.74 10.36
C 20.38 5.92 8.94
H 24.69 -2.66 9.76
H 24.86 2.05 4.84
H 16.37 1.09 8.18
H 17.78 0.33 8.93
H 20.86 2.77 13.00
C 26.33 2.51 11.35
H 25.69 4.84 10.08
F 23.52 1.13 10.46
H 28.14 1.58 10.44
N 26.36 5.77 5.79
C 25.75 5.12 15.69
C 17.03 0.22 8.14
H 19.11 6.20 11.24
H 18.23 1.97 11.55
H 22.55 -0.40 18.07
C 27.54 6.71 5.53
H 25.55 -0.48 7.65
H 25.94 4.18 16.21
H 24.67 5.13 15.62
C 20.89 6.35 7.59
H 17.76 3.32 12.52
C 21.62 -0.17 17.56
H 20.88 0.37 6.52
C 20.07 1.05 14.09
H 17.43 5.78 11.77
C 18.99 5.23 8.68
H 23.98 -3.01 7.43
H 19.12 0.66 3.13
H 24.96 7.24 6.51
H 21.07 -2.16 8.18
H 19.60 -0.46 15.63
H 20.32 -2.58 9.76
H 23.13 -3.75 16.15
H 21.09 0.69 17.97
H 26.41 2.76 4.32
C 21.18 -2.14 9.27
F 21.62 5.16 12.17
N 19.43 1.15 5.27
F 20.61 5.85 13.92
H 19.46 3.00 10.12
H 24.67 5.63 7.10
C 22.25 -4.38 9.37
H 27.20 7.90 3.68
H 19.83 1.22 16.17
H 17.65 1.06 4.16
F 23.52 1.26 8.32
H 22.66 -0.62 14.27
H 16.18 4.93 9.50
H 22.22 2.35 16.59
H 26.03 6.60 7.76
C 21.92 -5.19 10.68
C 17.81 2.98 11.49
H 20.49 -0.78 5.21
H 21.15 -5.96 10.58
H 22.46 0.33 4.05
C 21.79 5.84 13.27
C 26.01 3.23 6.37
H 23.17 -4.69 8.88
F 22.01 2.86 10.72
H 21.20 5.53 6.94
H 23.51 1.23 16.07
H 25.56 -1.65 6.36
H 19.76 4.17 11.39
H 18.42 -0.75 7.06
C 16.51 3.06 10.67
H 26.31 2.98 13.94
N 21.71 0.17 16.03
C 17.79 0.11 6.87
H 17.63 6.83 10.43
C 21.33 2.13 4.05
H 21.08 1.80 3.05
C 18.60 0.53 4.08
C 27.47 2.43 10.29
H 26.07 5.98 16.28
H 26.05 6.05 13.64
C 27.92 4.21 11.77

- HOMO energy (spin up / spin down): -7.58 / -12.89 eV
- Largest force on an atom: 3.7 eV Å⁻¹
- Total charge: +3
- Frontier orbital gap (spin up / spin down): 2.41 / 7.60 eV
- Multiplicity: 2

Löwdin population analysis, charges in e, atoms 1 to 5: 0.13, -0.09, 0.09, -0.09, 0.13